Model a:
14
Properties=species:S:1:pos:R:3:nbo_charge:R:1 method="wB97M-V/def2-TZVPD" smiles="C[C@@H]1C=CC=[N+]=N1" homo_energy_ev="-14.8 / -14.8" charge=+1
C -1.251 -1.280 -0.248 -0.26
C -2.145 -0.147 -0.078 0.16
C 0.028 -1.092 0.133 0.03
C 1.789 0.824 -0.379 -0.59
C 0.567 0.322 0.402 -0.20
N -0.428 1.382 0.008 0.08
N -1.601 1.065 -0.049 -0.09
H -1.542 -2.354 -0.442 0.29
H -3.242 -0.446 0.012 0.28
H 1.860 0.530 -1.347 0.23
H 2.604 0.431 0.235 0.24
H 1.836 2.005 -0.379 0.27
H 0.824 0.521 1.546 0.31
H 0.701 -1.760 0.587 0.26

***

Model b:
14
Properties=species:S:1:pos:R:3:nbo_charge:R:1 method="wB97M-V/def2-TZVPD" smiles="C#C[C@@H]1N=CC[NH2+]1" homo_energy_ev=-14.3 charge=+1
C -0.017 -2.879 -1.492 0.00
C -0.039 -1.908 -0.726 -0.16
C -1.454 0.843 -0.066 0.05
C -0.026 1.211 -0.115 -0.31
C -0.265 -1.098 0.400 -0.02
N -1.721 -0.351 0.109 -0.28
N 0.565 0.092 0.651 -0.50
H 0.006 -3.553 -2.232 0.24
H -2.379 1.463 -0.077 0.26
H 0.249 1.413 -1.114 0.27
H 0.158 2.199 0.460 0.26
H -0.352 -1.654 1.311 0.26
H 1.570 -0.075 0.466 0.47
H 0.485 0.322 1.661 0.46

***

On energetic grounds, model b is preferred over the next structure by 0.0365 hartree.

***

Model a:
18
Properties=species:S:1:pos:R:3:nbo_charge:R:1 method="wB97M-V/def2-TZVPD" smiles="C=CC[C@@H](C)[NH3+]" homo_energy_ev=-13.6 charge=+1
C 0.560 -1.181 -1.795 -0.65
C 0.040 -0.389 -0.570 0.00
C 0.880 0.332 0.469 -0.53
C 0.416 1.663 0.855 -0.18
C -0.324 2.186 1.842 -0.37
N -1.063 -1.341 0.081 -0.71
H 1.485 -1.862 -1.510 0.24
H -0.111 -1.809 -2.282 0.23
H 0.894 -0.502 -2.627 0.27
H -0.702 0.317 -1.039 0.22
H 1.998 0.391 0.353 0.28
H 0.979 -0.275 1.441 0.23
H 0.569 2.448 -0.071 0.20
H -0.874 3.044 1.447 0.23
H -0.754 1.719 2.717 0.21
H -1.687 -0.963 0.796 0.44
H -0.629 -2.189 0.603 0.45
H -1.677 -1.590 -0.708 0.44

***

Model b:
18
Properties=species:S:1:pos:R:3:nbo_charge:R:1 method="wB97M-V/def2-TZVPD" homo_energy_ev=-14.3 charge=+1
C -1.291 -1.991 -0.456 -0.62
C -0.100 -1.254 -1.045 -0.39
C -0.349 0.266 -1.133 -0.44
C -0.494 0.596 0.366 -0.08
C 0.613 0.411 1.154 -0.03
N 1.794 2.048 1.080 -0.83
H -1.458 -1.973 0.632 0.21
H -1.343 -2.997 -0.833 0.24
H -2.192 -1.455 -0.809 0.21
H -0.111 -1.551 -2.115 0.25
H 0.742 -1.259 -0.379 0.23
H -1.357 0.500 -1.515 0.23
H 0.409 0.954 -1.494 0.23
H -1.459 0.615 0.841 0.25
H 0.399 0.273 2.257 0.22
H 2.068 2.534 0.212 0.43
H 2.588 1.497 1.450 0.43
H 1.543 2.787 1.788 0.44

***

On energetic grounds, model a is preferred over the next structure by 0.1014 hartree.

***

Model a:
18
Properties=species:S:1:pos:R:3:nbo_charge:R:1 method="wB97M-V/def2-TZVPD" homo_energy_ev=-14.3 charge=+1
C 0.292 2.181 -1.582 -0.34
C 1.174 2.156 -0.584 -0.47
H -0.706 2.582 -1.470 0.21
H 0.617 1.821 -2.549 0.21
H 0.939 2.513 0.411 0.21
H 2.157 1.730 -0.759 0.21
C -1.378 -1.564 -0.777 -0.62
C -1.183 -0.938 0.602 -0.23
C 1.023 -1.094 1.656 0.12
N 0.230 -0.588 0.801 -0.39
H -1.076 -0.882 -1.571 0.23
H -0.870 -2.515 -0.897 0.23
H -2.449 -1.712 -0.902 0.25
H -1.768 -0.031 0.722 0.24
H -1.441 -1.660 1.373 0.22
H 2.043 -0.745 1.736 0.24
H 0.621 -1.888 2.279 0.22
H 0.630 0.176 0.241 0.46

***

Model b:
18
Properties=species:S:1:pos:R:3:nbo_charge:R:1 method="wB97M-V/def2-TZVPD" smiles="C=C(C)[NH+](C)C" homo_energy_ev=-14.8 charge=+1
C -1.833 -0.754 -0.846 -0.34
C -0.950 -0.133 -0.087 0.16
C -1.296 1.052 0.837 -0.71
C 1.266 0.518 -1.063 -0.45
C 1.286 -0.736 0.940 -0.42
N 0.543 -0.500 -0.275 -0.37
H -1.525 -1.611 -1.298 0.20
H -2.802 -0.289 -1.019 0.26
H -2.299 0.932 1.259 0.27
H -1.112 2.132 0.712 0.27
H -0.653 0.890 1.823 0.23
H 1.145 1.552 -0.609 0.25
H 2.347 0.273 -1.214 0.25
H 0.856 0.684 -2.081 0.25
H 1.515 0.094 1.472 0.23
H 0.752 -1.478 1.495 0.24
H 2.202 -1.234 0.732 0.24
H 0.560 -1.393 -0.780 0.44

***

On energetic grounds, model a is preferred over the next structure by 0.0137 hartree.

***

Model a:
18
Properties=species:S:1:pos:R:3:nbo_charge:R:1 method="wB97M-V/def2-TZVPD" smiles="CCC/C=C/[NH3+]" homo_energy_ev=-13.9 charge=+1
C 1.866 -1.522 0.643 -0.60
C 0.361 -1.601 0.148 -0.38
C 0.055 -0.764 -1.071 -0.48
C -0.110 0.637 -0.655 -0.05
C -0.952 1.061 0.328 -0.15
N -1.576 2.394 0.123 -0.73
H 1.991 -0.516 1.105 0.20
H 1.941 -2.237 1.463 0.23
H 2.407 -1.799 -0.246 0.22
H 0.160 -2.612 -0.027 0.22
H -0.305 -1.381 1.015 0.18
H 1.004 -0.844 -1.623 0.23
H -0.746 -1.115 -1.702 0.26
H 0.558 1.397 -1.072 0.22
H -0.898 0.635 1.339 0.26
H -2.597 2.296 0.441 0.45
H -1.410 3.346 0.671 0.45
H -1.749 2.624 -0.881 0.46

***

Model b:
18
Properties=species:S:1:pos:R:3:nbo_charge:R:1 method="wB97M-V/def2-TZVPD" smiles="C=CC[C@@H](C)[NH3+]" homo_energy_ev=-12.9 charge=+1
C -1.256 -0.941 -0.225 -0.64
C -0.453 0.173 0.482 0.00
C 1.183 -0.122 0.330 -0.48
C 1.618 0.019 -1.139 -0.21
C 0.848 0.839 -1.940 -0.39
N -1.418 0.109 1.822 -0.83
H -0.776 -1.624 -0.895 0.26
H -1.653 -1.546 0.476 0.20
H -2.118 -0.540 -0.765 0.25
H -0.318 1.321 0.485 0.27
H 1.532 -1.084 1.092 0.23
H 2.022 0.613 0.657 0.27
H 2.698 -0.210 -1.482 0.26
H 1.108 1.485 -2.697 0.22
H -0.198 0.964 -1.790 0.18
H -0.596 0.014 2.478 0.44
H -1.905 0.999 2.422 0.51
H -1.514 -0.963 2.219 0.46

***

Model c:
18
Properties=species:S:1:pos:R:3:nbo_charge:R:1 method="wB97M-V/def2-TZVPD" smiles=CCC[NH+]1CC1 homo_energy_ev=-15.4 charge=+1
C -2.406 0.494 -0.098 -0.24
C -1.868 -0.849 -0.162 -0.21
C 2.686 0.081 -0.008 -0.61
C 1.216 -0.445 0.143 -0.44
C 0.167 0.601 -0.127 -0.21
N -1.131 0.295 0.483 -0.34
H -2.638 1.150 -1.041 0.28
H -3.240 0.570 0.611 0.26
H -2.167 -1.631 0.418 0.24
H -1.279 -1.132 -1.066 0.23
H 2.927 0.411 -1.033 0.22
H 2.852 1.094 0.560 0.21
H 3.479 -0.571 0.237 0.24
H 1.083 -1.038 1.026 0.23
H 1.100 -1.278 -0.644 0.22
H 0.343 1.495 0.392 0.23
H 0.012 0.759 -1.200 0.23
H -1.135 -0.007 1.509 0.46

***

On energetic grounds, model c is preferred over the next structure by 0.0243 hartree.